one.
Below is the molecule C13H15P, with properties calculated with ωB97M-V/def2-TZVPD.

XYZ file:
```
29
Properties=species:S:1:pos:R:3
C 3.7111 0.3304 -1.5723
C 2.3641 0.2250 -0.8538
C 1.2816 0.9866 -1.2612
C 0.0031 0.7489 -0.6344
C -1.1621 1.4565 -1.1679
C -0.1086 -0.4199 0.1089
P -1.7804 -0.8373 0.7277
C -1.9781 -0.1555 2.2900
C -3.2542 0.2319 2.5710
C -3.9787 0.3115 1.3471
C -3.3309 -0.1390 0.2287
C 0.9813 -1.1961 0.4810
C 0.7128 -2.4143 1.2946
C 2.2155 -0.9302 -0.0811
H 3.7061 -0.5615 -2.2812
H 3.7126 1.3145 -2.3024
H 4.5918 0.3166 -0.9520
H 1.3078 1.7544 -2.0131
H -1.0952 1.3265 -2.3557
H -2.1468 1.1491 -0.8737
H -1.1119 2.6258 -1.0716
H -1.3638 -0.1511 3.1178
H -3.5305 0.7346 3.4714
H -5.0147 0.6908 1.1795
H -3.7060 -0.3807 -0.8031
H -0.4202 -2.4308 1.5189
H 1.1510 -3.2403 0.8232
H 1.2995 -2.5123 2.2802
H 3.0460 -1.5974 0.1402
```

The SMILES is Cc1cc(C)c(-p2cccc2)c(C)c1. For the HOMO energy, the calculation gives -8.032 eV. For the lowest unoccupied orbital energy, the calculation gives 0.5970 eV. Its gap between HOMO and LUMO is 8.6293 eV. Its spin multiplicity is 1.

---

two.
Below is the molecule C13H15P, with properties calculated with ωB97M-V/def2-TZVPD.

XYZ file:
```
29
Properties=species:S:1:pos:R:3
C -0.7771 2.1691 0.5158
C -2.1267 1.8954 0.5111
C -1.7746 -0.2731 -0.6125
C 0.1684 1.2528 -0.0329
C -0.3877 0.0807 -0.5874
C -2.6269 0.6959 -0.0906
C 1.5264 1.4136 0.1277
C 0.6070 -0.8718 -1.2243
C 1.1294 -1.4326 1.2298
C 2.8321 -1.4273 -0.0559
C 2.4431 -0.7446 1.2177
C 1.2905 -1.7669 -0.2179
C -4.0469 0.4385 -0.0669
P 2.7378 2.4234 -0.3941
H -0.5113 3.0767 0.8132
H -2.8713 2.6914 0.7657
H -2.1603 -1.1225 -1.0413
H 0.1490 -1.4620 -2.1180
H 1.4476 -0.3585 -1.7506
H 1.2085 -2.2627 1.8991
H 0.2343 -0.9735 1.5318
H 3.3325 -0.8447 -0.7991
H 3.4544 -2.3051 -0.0765
H 3.1432 -0.3614 2.0116
H 0.9403 -2.7475 -0.7667
H -4.2511 -0.4930 0.2836
H -4.5356 1.2467 0.3889
H -4.3768 0.4871 -1.0942
H 3.8019 1.5758 -0.3670
```

For the HOMO energy (spin up / spin down), the calculation gives -7.449 / -7.284 eV. For the lowest unoccupied orbital energy (spin up / spin down), the calculation gives -0.1988 / 0.0668 eV. Its gap between HOMO and LUMO (spin up / spin down) is 7.2501 / 7.3512 eV. Its spin multiplicity is 1.

---

Which structure is the least stable? The one labeled two.

---

one.
Below is a structure of composition C19H20ClN4Ru, with properties calculated with ωB97M-V/def2-TZVPD.

XYZ file:
```
45
Properties=species:S:1:pos:R:3
Ru -0.1420 0.1333 -0.1684
C -0.6908 -1.3368 2.1843
N 0.0080 -0.0521 1.8792
C 1.4744 -0.1066 2.1564
C 2.1797 0.9359 1.3309
C 3.3094 1.5983 1.7617
C 3.9386 2.4878 0.8971
C 3.4087 2.6911 -0.3638
C 2.2628 2.0029 -0.7250
N 1.6635 1.1421 0.1008
C -0.6352 1.1108 2.5807
C -1.2465 2.1421 1.6633
C -1.9044 3.2414 2.1869
C -2.4422 4.1781 1.3191
C -2.3169 3.9849 -0.0499
C -1.6600 2.8584 -0.4985
N -1.1311 1.9582 0.3422
C -1.9390 -1.4766 1.3472
C -3.0556 -2.1455 1.8043
C -4.1328 -2.3224 0.9440
C -4.0610 -1.8180 -0.3436
C -2.9180 -1.1463 -0.7325
N -1.8770 -0.9795 0.0915
H -0.9168 -1.4192 3.2489
H -0.0047 -2.1459 1.9266
H 1.8266 -1.0946 1.8548
H 1.6787 0.0188 3.2215
H 3.7002 1.4171 2.7538
H 4.8306 3.0130 1.2107
H 3.8662 3.3729 -1.0660
H 1.8078 2.1306 -1.6987
H 0.1191 1.5995 3.1997
H -1.4014 0.7285 3.2566
H -1.9926 3.3630 3.2586
H -2.9557 5.0476 1.7066
H -2.7235 4.6903 -0.7598
H -1.5447 2.6525 -1.5548
H -3.0823 -2.5308 2.8145
H -5.0166 -2.8481 1.2798
H -4.8761 -1.9352 -1.0427
H -2.8148 -0.7262 -1.7241
Cl 0.0120 -0.0903 -2.5826
C 0.8699 -1.1515 -1.3729
H 1.9364 -1.0481 -1.5415
H 0.5106 -2.1688 -1.5049
```

For the HOMO energy (spin up / spin down), the calculation gives -15.754 / -15.472 eV. As for the charge: +2. For the lowest unoccupied orbital energy (spin up / spin down), the calculation gives -5.8840 / -7.7047 eV. Its gap between HOMO and LUMO (spin up / spin down) is 9.8702 / 7.7669 eV. Its spin multiplicity is 2.

---

two.
Below is a structure of composition C19H20ClN4Ru, with properties calculated with ωB97M-V/def2-TZVPD.

XYZ file:
```
45
Properties=species:S:1:pos:R:3
Ru 0.0952 -0.0033 0.2632
C -2.3430 0.4735 1.9087
N -1.1762 1.2827 1.4860
C -1.5425 2.3989 0.5810
C -0.3293 2.8474 -0.2018
C -0.1775 4.1458 -0.6393
C 0.9312 4.4784 -1.4081
C 1.8636 3.4989 -1.7037
C 1.6560 2.2180 -1.2287
N 0.5830 1.8921 -0.4984
C -0.3639 1.7870 2.6213
C 0.6996 0.8121 3.0169
C 1.2412 0.7471 4.2845
C 2.2976 -0.1198 4.5241
C 2.7814 -0.9009 3.4880
C 2.1875 -0.7986 2.2464
N 1.1678 0.0445 2.0147
C -2.0510 -1.0086 1.9475
C -2.7989 -1.8702 2.7212
C -2.6010 -3.2400 2.6001
C -1.6600 -3.7084 1.6986
C -0.9319 -2.7923 0.9650
N -1.1125 -1.4705 1.0898
H -3.1330 0.6169 1.1686
H -2.7394 0.8154 2.8669
H -1.9832 3.2380 1.1258
H -2.2888 2.0271 -0.1237
H -0.9201 4.8901 -0.3852
H 1.0643 5.4911 -1.7639
H 2.7444 3.7144 -2.2910
H 2.3676 1.4297 -1.4272
H -0.9966 2.0690 3.4657
H 0.1412 2.6948 2.2812
H 0.8448 1.3725 5.0730
H 2.7367 -0.1819 5.5107
H 3.6040 -1.5863 3.6321
H 2.5190 -1.3907 1.4053
H -3.5417 -1.4759 3.4014
H -3.1813 -3.9295 3.1982
H -1.4827 -4.7652 1.5615
H -0.1786 -3.1143 0.2611
Cl -0.5455 -0.6266 -2.0329
C 1.0051 -1.0739 -1.1976
H 1.8226 -0.6555 -1.7795
H 1.0889 -2.1578 -1.1760
```

For the HOMO energy (spin up / spin down), the calculation gives -15.895 / -15.702 eV. As for the charge: +2. For the lowest unoccupied orbital energy (spin up / spin down), the calculation gives -6.1291 / -7.6081 eV. Its gap between HOMO and LUMO (spin up / spin down) is 9.7664 / 8.0936 eV. Its spin multiplicity is 2.

---

Which structure is the least stable? The one labeled two.

---

one.
Below is a structure of composition C5H7O4P, with properties calculated with ωB97M-V/def2-TZVPD.

XYZ file:
```
17
Properties=species:S:1:pos:R:3
C -1.4866 0.2029 1.0073
C -0.6248 0.3607 -0.1974
C -0.4850 0.5264 2.0710
C 0.6319 -0.3722 0.1322
C 0.9271 -0.1328 1.6078
O 0.4358 -1.6114 -2.7425
O 0.7980 0.9546 -2.4986
O 2.8212 -0.6458 -2.6888
O 0.5987 -1.4655 1.0143
P 1.3513 -0.4542 -2.5072
H -2.3685 0.8307 0.9000
H -1.5317 -0.8709 1.0731
H -1.0115 -0.0737 -1.1221
H -0.3315 1.4725 -0.4284
H -0.2857 1.6884 2.1230
H -0.7912 0.1214 3.0755
H 1.3526 -0.5311 -0.8192
```

For the HOMO energy, the calculation gives 0.768 eV. As for the charge: -2. For the lowest unoccupied orbital energy, the calculation gives 6.5858 eV. Its gap between HOMO and LUMO is 5.8175 eV. Its spin multiplicity is 1.

---

two.
Below is the ion C5H7O4P with charge -2, with properties calculated with ωB97M-V/def2-TZVPD.

XYZ file:
```
17
Properties=species:S:1:pos:R:3
C -0.8383 0.1115 0.5245
C 0.0597 -0.6886 -0.4650
C -0.6072 1.5815 0.6649
C 1.5157 -0.8737 -0.0829
C 2.3767 0.1044 0.5551
O 4.4796 -1.2992 0.1141
O 3.9302 0.5868 -1.5303
O 4.9391 1.1404 0.7676
O 1.8915 -0.9185 1.2832
P 4.1828 0.1790 -0.1017
H -1.8761 -0.0469 0.1783
H -0.7489 -0.3668 1.5059
H -0.3783 -1.6911 -0.5861
H 0.0446 -0.2053 -1.4481
H -0.6950 2.1209 -0.2811
H 0.3231 1.8237 1.1753
H 2.0240 -1.6292 -0.6812
```

For the HOMO energy (spin up / spin down), the calculation gives 0.238 / 1.059 eV. As for the charge: -2. For the lowest unoccupied orbital energy (spin up / spin down), the calculation gives 6.1623 / 5.7144 eV. Its gap between HOMO and LUMO (spin up / spin down) is 5.9247 / 4.6555 eV. Its spin multiplicity is 1.

---

Which structure is the least stable? The one labeled two.

---

one.
Below is a cluster of 2 separate species, C2H7NOS2 in total, with properties calculated with ωB97M-V/def2-TZVPD.

XYZ file:
```
13
Properties=species:S:1:pos:R:3
N 1.1207 -3.1721 -1.5746
C -0.1339 -2.5705 -1.6011
O -0.4728 -1.7062 -0.7722
H 1.8665 -2.7107 -1.2782
H 1.3037 -3.7414 -2.3325
H -0.6820 -2.9933 -2.4047
C -0.7171 2.9508 0.6443
S 0.8531 2.5948 1.6583
S -0.1569 0.9287 2.3808
H -1.2774 3.5199 1.3776
H -0.4129 3.5073 -0.2230
H -1.2380 1.9271 0.4794
H -0.0529 1.4659 3.6458
```

The SMILES is NC=O.CSS. For the HOMO energy, the calculation gives -8.301 eV. For the lowest unoccupied orbital energy, the calculation gives 0.6428 eV. Its gap between HOMO and LUMO is 8.9441 eV. Its spin multiplicity is 1.

---

two.
Below is a cluster of 2 separate species, C2H7NOS2 in total, with properties calculated with ωB97M-V/def2-TZVPD.

XYZ file:
```
13
Properties=species:S:1:pos:R:3
N -0.3688 -6.2267 -2.0401
C -0.6539 -5.5887 -0.8638
O 0.1860 -4.9009 -0.3245
H 0.5891 -6.2117 -2.3417
H -1.0896 -6.8469 -2.3849
H -1.6890 -5.7611 -0.5301
C 0.5912 5.1913 2.2174
S 0.2960 5.8970 0.6426
S -0.3017 4.4070 -0.6574
H 1.2028 4.3051 2.3765
H -0.2892 4.9583 2.8041
H 1.1991 5.8566 2.8226
H 0.3281 4.9208 -1.7207
```

The SMILES is NC=O.CSS. For the HOMO energy, the calculation gives -8.291 eV. For the lowest unoccupied orbital energy, the calculation gives 0.7033 eV. Its gap between HOMO and LUMO is 8.9941 eV. Its spin multiplicity is 1.

---

Which structure is the least stable? The one labeled one.

---

one.
Below is a cluster of 2 separate species, C2H3N3O2 in total, with properties calculated with ωB97M-V/def2-TZVPD.

XYZ file:
```
10
Properties=species:S:1:pos:R:3
C 0.3626 1.1187 -0.8782
C 1.0511 0.4029 -0.2262
N -1.6828 -1.0437 -0.0481
N -1.9211 0.0954 -0.0394
N 1.6174 -0.3464 0.6971
O -2.2173 1.0675 0.5776
O -1.2383 -2.0097 -0.5135
H -0.0810 1.9186 -1.4489
H 2.3951 0.1945 1.2303
H 1.7144 -1.3978 0.6494
```

For the HOMO energy (spin up / spin down), the calculation gives -7.097 / -8.716 eV. For the lowest unoccupied orbital energy (spin up / spin down), the calculation gives 0.8383 / -2.4969 eV. Its gap between HOMO and LUMO (spin up / spin down) is 7.9349 / 6.2192 eV. Its spin multiplicity is 3.

---

two.
Below is the molecule C2H3N3O2, with properties calculated with ωB97M-V/def2-TZVPD.

XYZ file:
```
10
Properties=species:S:1:pos:R:3
C 2.0988 0.7236 0.0190
C 0.0651 -0.7040 0.2110
N 2.3884 -0.7412 0.3075
N 1.1915 -1.4683 0.4647
N 0.8009 0.8213 -0.3085
O 2.9283 1.5333 0.2137
O 2.0486 -1.6370 -0.6796
H -0.8036 -1.1178 -0.4778
H -0.3272 -0.3084 1.1892
H 0.3633 1.7085 -0.5268
```

For the HOMO energy (spin up / spin down), the calculation gives -5.264 / -10.066 eV. For the lowest unoccupied orbital energy (spin up / spin down), the calculation gives 0.8309 / -3.4003 eV. Its gap between HOMO and LUMO (spin up / spin down) is 6.0944 / 6.6655 eV. Its spin multiplicity is 3.

---

Which structure is the least stable? The one labeled one.